ORCA calculation (wB97M-V/def2-TZVPD) on a structure of composition C36H33BN13O7W.

Computed properties:
maximum force: 1.0 eV/Å
2S+1: 2
ΔE to the lowest compared entry with this formula, charge and spin: 39.7 kJ/mol
E_LUMO (alpha / beta): -7.0686 / -6.9149 eV
energy: -2721.626801 Ha
charge: +2
orbital gap (alpha / beta): 6.96 / 7.12 eV

Each line ends with the Löwdin spin population.
Element x y z (Å)
1 W -1.081720 -0.992033 -0.329975  0.8151
2 C 2.683713 -1.340488 1.592101  0.0003
3 C 1.564008 -0.609669 1.263368  0.0020
4 N 0.587328 -1.440248 0.844300  0.0094
5 N 1.076774 -2.709838 0.913655  0.0111
6 C 2.333651 -2.664856 1.342595  -0.0003
7 B 0.123259 -3.909022 0.623122  0.0015
8 N -1.212926 -3.570141 1.337347  0.0010
9 C -1.943245 -4.361796 2.124762  -0.0002
10 C -3.160897 -3.744087 2.366787  0.0000
11 C -3.104290 -2.555770 1.666705  0.0041
12 N -1.913071 -2.447002 1.043260  0.0069
13 N -0.227639 -3.913960 -0.883255  0.0076
14 C -0.090782 -4.839228 -1.838694  0.0048
15 C -0.787694 -4.427433 -2.962634  0.0022
16 C -1.344810 -3.212507 -2.614329  0.0032
17 N -1.003162 -2.892597 -1.354524  0.0096
18 N 0.686639 -5.181527 1.163002  0.0000
19 C 1.188574 -5.412088 2.414451  0.0000
20 C 1.229316 -6.762358 2.610001  0.0000
21 C 0.701023 -7.304602 1.418363  0.0000
22 N 0.360125 -6.362693 0.564358  0.0000
23 H 3.619813 -0.977473 1.978610  0.0001
24 H 1.386438 0.450210 1.301526  -0.0002
25 H 2.904993 -3.570663 1.463597  0.0002
26 H -1.557730 -5.315358 2.450421  -0.0001
27 H -3.976802 -4.113141 2.962595  0.0002
28 H -3.854207 -1.792765 1.567015  0.0001
29 H 0.445970 -5.748955 -1.636216  0.0004
30 H -0.898554 -4.957429 -3.891804  0.0001
31 H -1.985578 -2.566686 -3.188249  -0.0002
32 H 1.458180 -4.608545 3.080919  0.0000
33 H 1.591508 -7.286350 3.477343  0.0000
34 H 0.560397 -8.341336 1.156001  0.0000
35 O -1.707979 -0.434645 -2.223396  0.0066
36 N -0.865541 -0.249874 -3.201408  -0.0109
37 N 0.314042 -0.468895 -2.858687  0.0225
38 O 0.592164 -0.830717 -1.630849  0.0076
39 C 1.410827 -0.318692 -3.789719  -0.0006
40 C 1.137611 -0.025606 -5.118559  0.0039
41 C 2.206702 0.108509 -5.986365  -0.0005
42 C 3.509561 -0.049915 -5.527964  0.0049
43 C 3.752449 -0.345979 -4.195038  -0.0006
44 C 2.697264 -0.484656 -3.306197  0.0041
45 H 0.121275 0.086333 -5.467038  0.0002
46 H 2.020248 0.331523 -7.027736  -0.0001
47 H 4.337256 0.052890 -6.216362  0.0002
48 H 4.766385 -0.474730 -3.842364  -0.0001
49 H 2.867002 -0.723474 -2.267063  0.0003
50 O -4.299782 1.291883 0.505015  0.0098
51 C -3.279787 0.833948 0.907870  0.0037
52 O -2.726399 -0.273528 0.304794  0.0338
53 C -2.478513 1.373787 2.049326  0.0003
54 C -2.651773 2.715854 2.367493  0.0002
55 C -1.807259 3.318979 3.287509  0.0002
56 C -0.801338 2.559228 3.850760  0.0007
57 C -0.671257 1.202714 3.625250  0.0002
58 C -1.532005 0.608282 2.722653  0.0020
59 N 0.231530 3.234296 4.662610  0.0001
60 O -0.021354 4.338877 5.087214  0.0002
61 O 1.278752 2.634845 4.824090  0.0000
62 H -3.427425 3.282711 1.869096  0.0000
63 H -1.895959 4.365082 3.543767  0.0000
64 H 0.103160 0.643944 4.130589  0.0000
65 H -1.446653 -0.453492 2.539648  0.0006
66 C -0.047238 5.431190 -1.547938  -0.0001
67 N -0.716525 4.174199 -1.214059  -0.0009
68 N -0.075582 3.161174 -0.544123  -0.0010
69 C -0.832419 2.034398 -0.670920  0.0063
70 O -0.454138 0.932456 -0.080011  0.0265
71 C -1.943049 2.346597 -1.456130  0.0003
72 C -1.825354 3.686042 -1.783865  0.0004
73 C -2.692008 4.526332 -2.650337  0.0001
74 C 0.895058 3.468448 0.468046  0.0000
75 C 2.080155 2.753082 0.533748  0.0001
76 C 2.985130 3.050047 1.544386  0.0001
77 C 2.738815 4.096107 2.423420  0.0000
78 C 1.570471 4.835724 2.317897  0.0001
79 C 0.629812 4.503918 1.354957  0.0000
80 H 0.954447 5.419642 -1.131819  0.0000
81 H -0.597735 6.269918 -1.127223  0.0000
82 H 0.013208 5.532009 -2.629578  0.0000
83 H -2.745813 1.692437 -1.742651  0.0000
84 H -3.584429 3.971863 -2.927547  0.0000
85 H -2.167803 4.813577 -3.563918  0.0000
86 H -2.994623 5.438645 -2.135696  0.0000
87 H 2.288366 1.983770 -0.199523  0.0000
88 H 3.909176 2.491417 1.618196  0.0000
89 H 3.443692 4.318079 3.212584  0.0000
90 H 1.378496 5.650852 3.002171  0.0000
91 H -0.301916 5.051031 1.284471  0.0000

Cartesian forces (eV/Å) of the 3 atoms listed first:
W -0.152 0.255 -0.944
C 0.013 -0.023 0.014
C -0.003 0.011 -0.003